(1)
C39H72F5N4O12P4S | wB97M-V/def2-TZVPD

Calculated values
* E_HOMO: -10.995 eV
* molar mass: 1040.0 g/mol
* LUMO: -0.180 Ha
* total energy: -133707.089 eV
* net charge: +1
* orbital gap: 6.08 eV

Geometry as XYZ:
```
137
C39H72F5N4O12P4S (wB97M-V/def2-TZVPD)
C 2.738 0.479 1.787
C 4.142 0.011 1.269
N 4.908 -0.535 2.144
C 4.688 0.200 -0.199
C 3.631 -0.073 -1.359
C 4.549 -0.262 -2.641
C 4.280 0.749 -3.820
C 4.879 2.176 -3.622
C 4.744 3.013 -2.436
C 5.306 4.376 -2.336
C 6.036 4.963 -3.457
C 6.211 4.114 -4.646
C 5.653 2.756 -4.745
C 2.341 0.806 -1.445
C 1.111 -0.217 -1.604
C -0.204 0.412 -1.020
C -0.691 1.521 -2.063
C -1.851 2.423 -1.503
C -1.401 3.278 -0.259
F -1.676 2.560 0.896
F -0.034 3.580 -0.313
C -2.135 4.703 -0.208
F -3.359 4.662 -0.836
F -2.391 4.944 1.126
F -1.361 5.689 -0.745
N 1.116 -0.443 -3.091
C 0.250 -1.276 -3.451
S -1.188 -1.862 -3.845
C 1.715 -1.532 -0.967
P 0.914 -3.129 -0.376
N -0.131 -3.740 -1.390
N 3.008 -1.371 -0.905
H 2.749 0.404 2.909
H 2.643 1.582 1.568
H 1.926 -0.131 1.321
H 5.813 -0.779 1.722
H 5.514 -0.560 -0.325
H 5.195 1.204 -0.288
H 5.648 -0.266 -2.432
H 4.311 -1.292 -3.051
H 4.775 0.326 -4.743
H 3.185 0.801 -4.077
H 4.197 2.648 -1.539
H 5.126 4.952 -1.396
H 6.429 6.004 -3.383
H 6.784 4.521 -5.520
H 5.848 2.210 -5.696
H 2.182 1.469 -2.333
H 2.181 1.538 -0.600
H -1.048 -0.332 -0.905
H -0.069 0.873 -0.002
H 0.156 2.190 -2.361
H -1.063 1.022 -2.992
H -2.104 3.166 -2.315
H -2.783 1.834 -1.322
H 0.236 -2.873 0.858
H 1.955 -4.105 -0.195
H 0.164 -4.668 -1.705
H 3.484 -2.184 -0.499
O -8.409 1.583 0.852
P -8.504 3.093 0.882
O -7.493 3.379 2.160
C -6.115 3.069 2.031
C -5.400 4.046 1.118
O -9.934 3.217 1.685
C -10.843 2.121 1.748
C -10.603 1.290 2.996
O -8.637 4.769 0.646
C -8.317 5.301 -0.641
C -8.880 4.485 -1.786
H -5.986 2.041 1.676
H -5.683 3.128 3.033
H -5.706 3.892 0.077
H -4.325 3.906 1.172
H -5.637 5.078 1.384
H -10.785 1.513 0.844
H -11.852 2.537 1.781
H -9.554 1.008 3.104
H -11.211 0.384 2.980
H -10.863 1.869 3.886
H -7.232 5.398 -0.736
H -8.732 6.311 -0.679
H -8.420 3.490 -1.828
H -8.692 4.981 -2.740
H -9.956 4.341 -1.667
O 11.002 -2.528 -4.731
P 10.247 -2.964 -3.497
O 8.843 -2.126 -3.758
C 8.028 -2.471 -4.866
C 7.315 -3.793 -4.643
O 10.951 -1.938 -2.421
C 12.204 -1.319 -2.704
C 12.002 0.040 -3.350
O 9.530 -3.692 -2.139
C 9.495 -5.119 -2.075
C 10.796 -5.772 -2.494
H 8.619 -2.499 -5.785
H 7.287 -1.675 -4.975
H 8.026 -4.624 -4.690
H 6.558 -3.959 -5.412
H 6.837 -3.819 -3.662
H 12.830 -1.966 -3.319
H 12.725 -1.191 -1.752
H 11.326 -0.010 -4.205
H 12.956 0.456 -3.680
H 11.549 0.730 -2.634
H 8.666 -5.491 -2.684
H 9.274 -5.385 -1.039
H 11.005 -5.594 -3.556
H 10.752 -6.850 -2.338
H 11.635 -5.364 -1.925
O -6.680 -4.392 5.452
P -6.743 -2.900 5.696
O -5.722 -2.816 6.994
C -4.351 -3.131 6.814
C -3.623 -2.046 6.043
O -8.176 -2.860 6.503
C -9.107 -3.934 6.407
C -8.893 -4.937 7.526
O -6.842 -1.204 5.697
C -6.509 -0.507 4.497
C -7.086 -1.145 3.250
H -4.244 -4.100 6.318
H -3.914 -3.222 7.811
H -3.936 -2.046 4.993
H -2.544 -2.210 6.068
H -3.841 -1.059 6.456
H -9.055 -4.410 5.427
H -10.108 -3.505 6.495
H -7.853 -5.254 7.598
H -9.521 -5.819 7.380
H -9.148 -4.484 8.488
H -5.421 -0.421 4.415
H -6.902 0.508 4.599
H -6.646 -2.134 3.070
H -6.884 -0.525 2.374
H -8.165 -1.281 3.348
```


(2)
C7H12 | wB97M-V/def2-TZVPD

Calculated values
* E_HOMO: -8.841 eV
* molar mass: 96.2 g/mol
* relative energy (zero: lowest compared OMol25 entry of this formula, charge and spin): 4.513 eV
* LUMO: 0.040 Ha
* total energy: -7448.918 eV
* orbital gap: 9.94 eV

Geometry as XYZ:
```
19
C7H12 (wB97M-V/def2-TZVPD)
C -0.763 -0.191 0.664
C -0.247 0.796 1.733
C 1.011 1.359 0.916
C 1.316 0.783 -0.510
C 0.819 -0.189 -1.316
C -0.461 -1.138 -1.452
C -1.502 -1.230 -0.226
H -0.829 0.605 -0.074
H 0.111 -0.853 0.773
H -1.008 1.583 1.891
H 0.043 0.303 2.655
H 1.902 1.158 1.481
H 0.883 2.436 0.809
H 2.285 1.231 -0.831
H 1.490 -0.448 -2.138
H -0.938 -0.884 -2.417
H -0.111 -2.190 -1.634
H -2.465 -0.889 -0.555
H -1.536 -2.243 0.230
```


(3)
C4H6N2O | wB97M-V/def2-TZVPD

Calculated values
* E_HOMO: -10.516 eV
* molar mass: 98.1 g/mol
* relative energy (zero: lowest compared OMol25 entry of this formula, charge and spin): 1.374 eV
* LUMO: 0.007 Ha
* total energy: -9272.128 eV
* orbital gap: 10.71 eV

Geometry as XYZ:
```
13
C4H6N2O (wB97M-V/def2-TZVPD)
C -1.525 0.538 -1.274
C -0.418 0.216 -0.326
C 0.156 1.127 0.703
N 1.109 0.563 1.337
C 1.071 -0.812 0.867
O 2.322 -1.355 0.645
N 0.176 -0.917 -0.270
H -2.447 0.059 -0.932
H -1.299 0.151 -2.270
H -1.709 1.613 -1.336
H -0.182 2.139 0.921
H 0.553 -1.284 1.718
H 2.179 -2.173 0.151
```